1.
Entry from the Open Molecules 2025 dataset: C34H44N9Se2Zn as an isolated structure (ωB97M-V/def2-TZVPD).

Results
- highest occupied orbital energy (eV) = -9.6
- gap between HOMO and LUMO (eV) = 5.5
- charge = +1

Element x y z (Å)
1 Zn 0.074 -0.214 -0.234
2 C 2.199 -1.987 3.276
3 N 2.184 -0.534 3.188
4 C 2.848 0.178 4.271
5 C 1.422 0.107 2.274
6 N 0.324 -0.402 1.746
7 C -0.410 -1.365 2.489
8 C -0.758 -1.066 3.776
9 C -1.259 -2.051 4.655
10 C -1.353 -3.337 4.231
11 C -1.055 -3.676 2.883
12 C -1.146 -5.035 2.476
13 C -0.887 -5.383 1.189
14 C -0.627 -4.377 0.234
15 C -0.599 -3.049 0.567
16 N -0.592 -2.103 -0.502
17 C -1.468 -2.317 -1.483
18 N -1.124 -1.991 -2.746
19 C -2.100 -1.519 -3.721
20 C 0.266 -1.933 -3.165
21 N -2.707 -2.806 -1.276
22 C -3.299 -3.804 -2.155
23 C -3.401 -2.582 -0.014
24 C -0.682 -2.670 1.953
25 N 1.871 1.321 1.848
26 C 0.959 2.360 1.386
27 C 3.286 1.628 1.739
28 H 1.613 -2.345 4.126
29 H 3.233 -2.316 3.396
30 H 1.793 -2.420 2.365
31 H 2.512 -0.235 5.225
32 H 2.588 1.232 4.241
33 H 3.934 0.076 4.214
34 H -0.585 -0.057 4.135
35 H -1.526 -1.783 5.669
36 H -1.668 -4.125 4.905
37 H -1.407 -5.783 3.214
38 H -0.919 -6.420 0.881
39 H -0.521 -4.644 -0.812
40 H -3.023 -1.256 -3.213
41 H -2.291 -2.267 -4.492
42 H -1.708 -0.617 -4.190
43 H 0.904 -2.358 -2.397
44 H 0.563 -0.897 -3.352
45 H 0.395 -2.498 -4.091
46 H -2.667 -3.968 -3.023
47 H -4.289 -3.490 -2.488
48 H -3.396 -4.749 -1.613
49 H -3.033 -1.674 0.460
50 H -3.286 -3.431 0.667
51 H -4.460 -2.447 -0.233
52 H -0.068 2.034 1.505
53 H 1.114 2.579 0.325
54 H 1.132 3.276 1.955
55 H 3.881 0.732 1.893
56 H 3.598 2.386 2.461
57 H 3.486 2.020 0.737
58 C -1.102 7.039 -2.319
59 C -1.242 5.585 -1.943
60 C -1.767 5.198 -0.719
61 C -1.944 3.861 -0.369
62 C -2.542 3.560 0.984
63 C -1.568 2.856 -1.277
64 Se -1.920 1.032 -0.807
65 C -1.056 3.233 -2.530
66 C -0.701 2.255 -3.625
67 C -0.893 4.584 -2.832
68 H -1.119 7.683 -1.439
69 H -1.918 7.358 -2.971
70 H -0.170 7.226 -2.854
71 H -2.059 5.962 -0.005
72 H -2.883 4.484 1.450
73 H -1.814 3.099 1.653
74 H -3.381 2.868 0.923
75 H -0.758 1.229 -3.269
76 H 0.297 2.465 -4.023
77 H -1.389 2.346 -4.470
78 H -0.493 4.855 -3.806
79 Se 4.490 -2.271 0.034
80 N 5.294 -1.008 -0.908
81 C 4.345 -0.157 -1.238
82 C 4.545 1.041 -2.018
83 C 3.471 1.812 -2.252
84 C 2.175 1.429 -1.735
85 N 1.936 0.365 -1.046
86 C 3.024 -0.466 -0.767
87 N 2.877 -1.558 -0.060
88 H 5.533 1.291 -2.382
89 H 3.544 2.728 -2.822
90 H 1.321 2.069 -1.917

And the Löwdin charges, in e, turn out to be:
1 Zn 0.448
2 C -0.028
3 N -0.127
4 C -0.031
5 C -0.389
6 N 0.053
7 C -0.231
8 C -0.025
9 C -0.062
10 C -0.034
11 C -0.159
12 C -0.037
13 C -0.063
14 C -0.029
15 C -0.220
16 N 0.030
17 C -0.445
18 N -0.129
19 C -0.041
20 C -0.037
21 N -0.131
22 C -0.031
23 C -0.012
24 C -0.068
25 N -0.132
26 C -0.039
27 C -0.039
28 H 0.099
29 H 0.093
30 H 0.078
31 H 0.100
32 H 0.093
33 H 0.095
34 H 0.125
35 H 0.111
36 H 0.117
37 H 0.116
38 H 0.110
39 H 0.121
40 H 0.092
41 H 0.094
42 H 0.081
43 H 0.077
44 H 0.075
45 H 0.099
46 H 0.086
47 H 0.098
48 H 0.098
49 H 0.079
50 H 0.096
51 H 0.101
52 H 0.047
53 H 0.071
54 H 0.108
55 H 0.090
56 H 0.100
57 H 0.085
58 C -0.048
59 C -0.268
60 C -0.015
61 C -0.303
62 C -0.085
63 C -0.535
64 Se 0.752
65 C -0.312
66 C -0.089
67 C -0.026
68 H 0.075
69 H 0.085
70 H 0.077
71 H 0.116
72 H 0.078
73 H 0.054
74 H 0.060
75 H -0.003
76 H 0.077
77 H 0.093
78 H 0.123
79 Se 1.191
80 N -0.201
81 C -0.392
82 C 0.025
83 C -0.012
84 C -0.099
85 N 0.063
86 C -0.461
87 N -0.199
88 H 0.131
89 H 0.120
90 H 0.100

2.
Entry from the Open Molecules 2025 dataset: C34H45As3I2N5NaO3S as an isolated structure (ωB97M-V/def2-TZVPD).

Results
- highest occupied orbital energy (eV) = -1.8
- gap between HOMO and LUMO (eV) = 5.2
- charge = -2

Element x y z (Å)
1 Na -8.104 -11.846 -13.314
2 C -8.813 -6.838 -13.692
3 O -9.849 -7.796 -13.591
4 C -9.393 -9.152 -13.809
5 O -8.191 -9.473 -13.323
6 N -9.551 -9.365 -15.315
7 N -9.134 -10.708 -15.558
8 H -8.391 -6.924 -14.663
9 H -8.074 -6.937 -12.815
10 H -9.338 -5.902 -13.457
11 H -10.522 -9.208 -15.665
12 H -8.576 -10.670 -16.406
13 H -9.926 -11.346 -15.776
14 C -5.363 -14.611 -10.948
15 As -5.571 -13.353 -12.501
16 C -6.225 -14.712 -13.726
17 C -3.709 -13.432 -12.813
18 C -3.073 -12.687 -14.008
19 C -3.184 -13.471 -15.328
20 C -3.600 -11.280 -14.141
21 As -5.418 -10.829 -14.847
22 C -4.895 -10.695 -16.775
23 C -5.464 -8.928 -14.263
24 C -1.561 -12.499 -13.751
25 As -0.153 -13.901 -13.586
26 C -0.446 -14.364 -11.643
27 C -0.816 -15.713 -14.206
28 H -4.510 -15.184 -11.252
29 H -6.184 -15.264 -10.877
30 H -5.208 -13.947 -10.026
31 H -5.702 -15.662 -13.626
32 H -6.133 -14.293 -14.744
33 H -7.323 -14.785 -13.505
34 H -3.429 -14.489 -12.886
35 H -3.307 -13.004 -11.860
36 H -4.245 -13.762 -15.425
37 H -2.626 -14.411 -15.224
38 H -2.902 -12.906 -16.201
39 H -2.984 -10.626 -14.807
40 H -3.751 -10.759 -13.155
41 H -3.997 -10.118 -16.966
42 H -5.726 -10.205 -17.314
43 H -4.939 -11.630 -17.289
44 H -5.487 -8.183 -15.121
45 H -4.701 -8.565 -13.571
46 H -6.460 -8.862 -13.727
47 H -1.521 -11.837 -12.876
48 H -1.278 -11.898 -14.678
49 H -0.820 -13.498 -11.131
50 H 0.561 -14.532 -11.180
51 H -1.119 -15.218 -11.582
52 H -1.083 -15.625 -15.235
53 H -1.714 -15.915 -13.657
54 H -0.083 -16.541 -14.232
55 I -10.502 -16.492 -14.849
56 C -11.194 -14.529 -14.416
57 C -12.490 -14.320 -14.795
58 C -12.950 -13.051 -14.650
59 I -14.760 -12.484 -15.753
60 C -12.311 -12.001 -14.011
61 C -12.832 -10.647 -13.823
62 C -12.023 -9.662 -13.418
63 C -10.610 -9.946 -12.937
64 N -10.357 -11.411 -12.624
65 C -11.076 -12.316 -13.444
66 C -10.416 -13.573 -13.698
67 O -9.244 -13.740 -13.230
68 H -13.065 -15.053 -15.344
69 H -13.872 -10.551 -14.047
70 H -12.320 -8.646 -13.230
71 H -10.503 -9.349 -11.981
72 C -10.250 -13.082 -10.757
73 C -10.298 -11.637 -11.148
74 C -9.156 -10.987 -10.550
75 C -8.252 -11.499 -9.694
76 N -8.465 -12.790 -9.174
77 C -9.440 -13.561 -9.810
78 C -6.916 -10.994 -9.358
79 C -6.316 -10.090 -10.217
80 C -5.011 -9.792 -10.090
81 C -4.349 -10.272 -8.914
82 C -4.952 -11.168 -8.086
83 C -6.207 -11.636 -8.323
84 H -10.951 -13.771 -11.227
85 H -11.369 -11.237 -10.767
86 H -8.869 -9.974 -10.864
87 H -9.514 -14.576 -9.460
88 H -6.814 -9.741 -11.058
89 H -4.657 -8.973 -10.718
90 H -3.290 -10.033 -8.701
91 H -4.409 -11.627 -7.265
92 S -8.744 -14.236 -7.089
93 C -7.856 -13.172 -7.997
94 N -6.721 -12.617 -7.598

And the Löwdin charges, in e, turn out to be:
1 Na 0.131
2 C -0.115
3 O -0.170
4 C -0.601
5 O -0.214
6 N -0.029
7 N 0.001
8 H 0.063
9 H 0.104
10 H 0.074
11 H 0.113
12 H 0.059
13 H 0.091
14 C -0.255
15 As 1.139
16 C -0.315
17 C -0.404
18 C -0.684
19 C -0.056
20 C -0.395
21 As 1.160
22 C -0.340
23 C -0.305
24 C -0.412
25 As 1.115
26 C -0.341
27 C -0.351
28 H -0.010
29 H 0.004
30 H 0.050
31 H 0.028
32 H 0.008
33 H 0.010
34 H 0.060
35 H 0.090
36 H 0.064
37 H 0.043
38 H 0.075
39 H 0.075
40 H 0.072
41 H 0.011
42 H 0.008
43 H -0.011
44 H 0.037
45 H 0.006
46 H -0.014
47 H 0.072
48 H 0.070
49 H -0.006
50 H 0.012
51 H 0.005
52 H -0.024
53 H -0.008
54 H 0.024
55 I 0.769
56 C -0.611
57 C -0.301
58 C -0.591
59 I 0.720
60 C -0.246
61 C -0.091
62 C -0.024
63 C -0.135
64 N -0.028
65 C -0.140
66 C -0.456
67 O -0.148
68 H 0.063
69 H 0.014
70 H 0.100
71 H 0.145
72 C -0.023
73 C -0.277
74 C -0.008
75 C -0.126
76 N -0.046
77 C -0.111
78 C -0.083
79 C -0.070
80 C -0.115
81 C -0.105
82 C -0.075
83 C -0.317
84 H 0.116
85 H 0.182
86 H 0.109
87 H 0.063
88 H 0.078
89 H 0.088
90 H 0.091
91 H 0.105
92 S 0.496
93 C -0.891
94 N 0.065

3.
Entry from the Open Molecules 2025 dataset: a 5-piece molecular cluster, C34H45F32IN2O9P overall (ωB97M-V/def2-TZVPD).

Results
- highest occupied orbital energy (eV) = -13.0
- gap between HOMO and LUMO (eV) = 9.3
- charge = +1

Element x y z (Å)
1 C -6.510 -0.717 -1.296
2 C -5.075 -0.336 -1.924
3 C -4.241 -1.615 -2.466
4 N -2.803 -1.634 -2.143
5 N -2.423 -1.878 -0.828
6 C -2.046 -0.508 -0.207
7 C -1.689 0.611 -1.292
8 P -1.071 2.223 -0.461
9 O -2.251 2.727 0.402
10 O 0.312 1.829 0.453
11 C 0.278 2.495 1.768
12 C -0.525 1.504 2.755
13 O -0.571 3.341 -1.639
14 C -1.427 3.324 -2.821
15 C -2.959 3.703 -2.539
16 C -3.422 -2.494 0.097
17 C -2.855 -2.970 1.521
18 O -2.731 -4.212 1.700
19 I -2.338 -1.695 3.188
20 C -1.082 -2.604 -0.886
21 C -1.404 -4.245 -1.280
22 C -0.570 -5.341 -0.335
23 O -0.242 -5.007 -1.859
24 H -7.275 -0.783 -2.149
25 H -6.834 0.203 -0.677
26 H -6.502 -1.628 -0.614
27 H -4.529 0.290 -1.148
28 H -5.300 0.377 -2.804
29 H -4.810 -2.607 -2.287
30 H -4.293 -1.500 -3.618
31 H -2.258 -2.133 -2.853
32 H -2.929 -0.092 0.412
33 H -1.176 -0.591 0.531
34 H -2.589 0.957 -1.924
35 H -0.897 0.174 -1.990
36 H 1.341 2.621 2.154
37 H -0.205 3.526 1.738
38 H -0.852 2.021 3.725
39 H 0.168 0.644 3.041
40 H -1.410 1.067 2.190
41 H -1.013 4.149 -3.515
42 H -1.318 2.351 -3.431
43 H -3.633 2.825 -2.270
44 H -3.464 4.238 -3.428
45 H -2.963 4.436 -1.655
46 H -3.924 -3.425 -0.364
47 H -4.307 -1.791 0.339
48 H -0.527 -2.617 0.103
49 H -0.394 -2.213 -1.702
50 H -2.519 -4.532 -1.605
51 H 0.356 -4.951 0.222
52 H -0.862 -6.438 -0.372
53 C -6.082 -9.024 2.500
54 C -5.344 -9.681 3.688
55 C -5.767 -9.219 5.084
56 F -5.578 -7.902 5.284
57 F -5.031 -9.855 6.030
58 F -4.009 -9.536 3.507
59 F -5.588 -11.021 3.608
60 O -5.436 -7.916 1.850
61 C -5.593 -6.638 2.427
62 C -4.278 -6.064 2.969
63 F -3.703 -6.884 3.873
64 F -4.491 -4.880 3.597
65 F -6.571 -6.681 3.351
66 F -6.053 -5.834 1.436
67 H -6.132 -9.789 1.720
68 H -7.126 -8.801 2.734
69 H -6.819 -9.452 5.273
70 H -3.566 -5.906 2.162
71 C 3.530 3.311 -0.770
72 C 4.004 2.490 -1.990
73 C 4.826 1.238 -1.681
74 F 5.965 1.506 -1.018
75 F 5.195 0.621 -2.834
76 F 4.663 3.313 -2.840
77 F 2.878 2.090 -2.654
78 O 4.316 4.453 -0.394
79 C 5.449 4.229 0.421
80 C 6.768 4.547 -0.294
81 F 6.904 3.845 -1.437
82 F 7.830 4.231 0.484
83 F 5.404 2.976 0.916
84 F 5.311 5.052 1.485
85 H 2.566 3.742 -1.057
86 H 3.302 2.678 0.092
87 H 4.244 0.521 -1.096
88 H 6.826 5.609 -0.546
89 C 4.666 -2.628 2.110
90 C 3.761 -1.437 1.719
91 C 3.484 -0.414 2.822
92 F 2.866 -0.945 3.891
93 F 2.661 0.565 2.355
94 F 2.607 -1.921 1.192
95 F 4.389 -0.780 0.700
96 O 4.012 -3.851 2.479
97 C 3.562 -3.979 3.812
98 C 2.034 -4.045 3.910
99 F 1.455 -2.963 3.341
100 F 1.630 -4.072 5.201
101 F 4.096 -3.001 4.567
102 F 4.089 -5.133 4.276
103 H 5.222 -2.891 1.205
104 H 5.437 -2.345 2.832
105 H 4.409 0.063 3.157
106 H 1.651 -4.936 3.408
107 C 4.206 7.245 -4.325
108 C 5.324 7.937 -3.513
109 C 5.064 8.106 -2.015
110 F 3.975 8.847 -1.751
111 F 6.108 8.743 -1.423
112 F 5.616 9.123 -4.097
113 F 6.443 7.166 -3.652
114 O 3.277 8.088 -5.027
115 C 2.185 8.606 -4.298
116 C 2.237 10.132 -4.149
117 F 3.384 10.544 -3.571
118 F 1.223 10.573 -3.366
119 F 2.088 7.964 -3.117
120 F 1.076 8.266 -4.996
121 H 4.713 6.696 -5.123
122 H 3.691 6.475 -3.745
123 H 4.950 7.134 -1.524
124 H 2.161 10.618 -5.125

Atom charges from the Löwdin analysis, given in e for atoms 1 to 99:
1 C -0.116
2 C -0.224
3 C -0.169
4 N -0.028
5 N -0.263
6 C -0.171
7 C -0.176
8 P 0.718
9 O -0.313
10 O -0.272
11 C -0.249
12 C -0.113
13 O -0.246
14 C -0.277
15 C -0.095
16 C -0.095
17 C -0.691
18 O -0.083
19 I 1.031
20 C -0.011
21 C -0.164
22 C 0.014
23 O -0.154
24 H 0.090
25 H 0.093
26 H 0.070
27 H 0.085
28 H 0.121
29 H 0.129
30 H 0.148
31 H 0.153
32 H 0.125
33 H 0.102
34 H 0.078
35 H 0.108
36 H 0.114
37 H 0.124
38 H 0.101
39 H 0.056
40 H 0.002
41 H 0.137
42 H 0.120
43 H 0.054
44 H 0.095
45 H 0.096
46 H 0.150
47 H 0.147
48 H 0.137
49 H 0.156
50 H 0.162
51 H 0.120
52 H 0.122
53 C -0.037
54 C -0.435
55 C -0.300
56 F 0.093
57 F 0.097
58 F 0.126
59 F 0.109
60 O 0.032
61 C -0.498
62 C -0.294
63 F 0.105
64 F 0.081
65 F 0.140
66 F 0.131
67 H 0.150
68 H 0.145
69 H 0.176
70 H 0.135
71 C -0.039
72 C -0.426
73 C -0.305
74 F 0.100
75 F 0.096
76 F 0.126
77 F 0.098
78 O 0.025
79 C -0.503
80 C -0.277
81 F 0.099
82 F 0.107
83 F 0.132
84 F 0.149
85 H 0.143
86 H 0.132
87 H 0.150
88 H 0.169
89 C -0.034
90 C -0.421
91 C -0.283
92 F 0.100
93 F 0.072
94 F 0.111
95 F 0.096
96 O 0.034
97 C -0.506
98 C -0.275
99 F 0.061